(1)
An isolated ion of composition C2H4NO2S and charge -1, computed with ωB97M-V/def2-TZVPD.

Cartesian coordinates (Å):
C 1.23936 0.27658 1.00214
C 0.85225 -0.23414 -0.39626
N -0.43418 -0.20450 -1.07650
O -3.01041 0.36675 -1.43967
O -1.96617 0.73120 0.79558
S -1.94947 -0.04240 -0.47704
H 2.23537 -0.09553 1.38461
H 0.44642 0.62524 1.50445
H 1.67965 -0.09479 -1.05194
H 0.90718 -1.32841 -0.24539

Properties
Maximum force, eV/Å: 4.4
Relative energy (zero: lowest compared OMol25 entry of this formula, charge and spin), kcal per mole: 107.1
Net charge: -1
Molar mass, g mol⁻¹: 106.13

(2)
A 2-piece molecular cluster, C2H4NO2S overall, computed with ωB97M-V/def2-TZVPD.

Cartesian coordinates (Å):
C -0.73880 2.11480 0.39139
C -0.57355 -0.37549 1.05331
N -0.77435 0.97676 0.60820
O -0.20131 -0.00307 -2.19613
O 1.34584 -1.46296 -0.90382
S 1.21944 -0.18448 -1.71457
H 1.17138 1.02462 -0.53980
H -0.97630 -0.54549 2.07878
H 0.54698 -0.59072 0.87530
H -1.01933 -0.95397 0.34735

Properties
Maximum force, eV/Å: 3.2
Relative energy (zero: lowest compared OMol25 entry of this formula, charge and spin), kcal per mole: 67.7
Net charge: -1
Molar mass, g mol⁻¹: 106.13

(3)
A 2-piece molecular cluster, C2H4NO4 overall, computed with ωB97M-V/def2-TZVPD.

Cartesian coordinates (Å):
C 0.26106 -1.45915 0.45496
C -0.03269 1.56938 -0.56567
N 1.12707 -0.50458 0.56342
O 0.44396 -2.66652 0.24017
O -1.11870 -0.97580 0.51034
O -0.65654 1.80882 0.42409
O -0.45508 0.83859 -1.56417
H 0.93082 2.22465 -0.78755
H 2.02990 -0.93920 0.71995
H -1.21929 -0.40001 1.27428
H -1.31051 0.50381 -1.26981

Properties
Maximum force, eV/Å: 3.4
Relative energy (zero: lowest compared OMol25 entry of this formula, charge and spin), kcal per mole: 54.1
Net charge: -1
Molar mass, g mol⁻¹: 106.06

(4)
An isolated ion of composition C2H4NO4 and charge -1, computed with ωB97M-V/def2-TZVPD.

Cartesian coordinates (Å):
C -0.26280 -0.57310 1.33183
O -1.28777 -0.03035 0.54738
N -0.76754 0.36915 -0.83946
O -0.55773 -0.79772 -1.56897
C 0.53390 1.13122 -0.76024
O 1.39196 0.65021 -1.51744
O 0.54522 2.09912 -0.02568
H -0.73851 -1.07198 2.18128
H 0.42316 0.20150 1.70192
H 0.31286 -1.31740 0.76234
H 0.40725 -0.66065 -1.81297

Properties
Maximum force, eV/Å: 2.2
Relative energy (zero: lowest compared OMol25 entry of this formula, charge and spin), kcal per mole: 107.9
Structure (SMILES): CON(O)C(=O)[O-]
Net charge: -1
Molar mass, g mol⁻¹: 106.06

(5)
An isolated ion of composition C2H4NO5S2 and charge -1, computed with ωB97M-V/def2-TZVPD.

Cartesian coordinates (Å):
N -0.87364 1.75563 -1.67645
S -1.47823 0.70668 -0.89374
O -2.87222 0.35059 -0.93363
O -0.71077 -0.80251 -0.94866
C 0.67869 -0.75412 -0.90279
C 1.18154 0.06603 0.27339
S -0.09879 -0.04905 1.57157
O 0.40661 0.63841 2.73670
O -0.44526 -1.42288 1.80204
O -1.19293 0.79799 0.93220
H 1.06214 -0.33477 -1.84931
H 1.00276 -1.79826 -0.80287
H 2.13595 -0.27858 0.65722
H 1.20415 1.12483 0.03432

Properties
Maximum force, eV/Å: 2.2
Relative energy (zero: lowest compared OMol25 entry of this formula, charge and spin), kcal per mole: 17.7
Structure (SMILES): N#[S@@]1([O-])OCCS(=O)(=O)O1
Net charge: -1
Molar mass, g mol⁻¹: 186.19

(6)
A 2-piece molecular cluster, C2H4NOP overall, computed with ωB97M-V/def2-TZVPD.

Cartesian coordinates (Å):
C 0.37931 0.18018 0.46887
C 1.56895 -0.13950 0.02978
N -0.82948 0.40124 0.74761
O -3.59316 0.67819 -0.59777
P -3.32106 -0.40564 0.26952
H 1.62503 -1.05006 -0.45800
H 2.32138 0.55885 0.10543
H -1.14558 0.15834 1.63660
H -2.85926 -1.62662 -0.61237

Properties
2S+1: 3
Maximum force, eV/Å: 6.8
Relative energy (zero: lowest compared OMol25 entry of this formula, charge and spin), kcal per mole: 32.1
⟨S²⟩: 2.010
Net charge: 0
Molar mass, g mol⁻¹: 89.03

(7)
An isolated molecule of C2H4NP, computed with ωB97M-V/def2-TZVPD.

Cartesian coordinates (Å):
C 0.54780 0.77815 -0.22173
C 0.05928 -0.36223 0.63827
N -0.83715 -1.07333 -0.33018
P -1.33015 0.52861 -0.08920
H 0.99609 1.73211 0.37363
H 0.94441 0.51113 -1.13018
H 0.04702 -0.57687 1.89910
H -0.42730 -1.53757 -1.13972

Properties
Maximum force, eV/Å: 5.0
Relative energy (zero: lowest compared OMol25 entry of this formula, charge and spin), kcal per mole: 46.1
Structure (SMILES): C1[C@@H]2NP12
Net charge: 0
Molar mass, g mol⁻¹: 73.03

(8)
C2H4NP as an isolated structure, computed with ωB97M-V/def2-TZVPD.

Cartesian coordinates (Å):
C -0.02838 -1.36159 0.13840
C 0.92569 -0.99636 0.95550
N -0.20422 -0.06478 0.81069
P 0.02663 1.58932 -0.84775
H -0.74068 -1.88985 -0.48562
H 1.83365 -1.02825 1.53153
H -0.80251 2.60832 -0.46975
H -1.01018 1.14320 -1.63301

Properties
Maximum force, eV/Å: 2.6
Relative energy (zero: lowest compared OMol25 entry of this formula, charge and spin), kcal per mole: 107.3
Net charge: 0
Molar mass, g mol⁻¹: 73.03

(9)
C2H4NP as an isolated structure, computed with ωB97M-V/def2-TZVPD.

Cartesian coordinates (Å):
C -0.89314 0.70294 -0.01917
C -0.09930 0.40218 1.03991
N 1.07109 -1.11950 0.76340
P 0.37072 -0.65177 -0.60662
H -1.73029 1.30624 -0.23671
H 0.15139 0.89225 1.89266
H 0.12324 -1.82079 -1.25439
H 1.00631 0.28846 -1.57908

Properties
Maximum force, eV/Å: 5.9
Relative energy (zero: lowest compared OMol25 entry of this formula, charge and spin), kcal per mole: 111.6
Net charge: 0
Molar mass, g mol⁻¹: 73.03

(10)
C2H4NP as an isolated structure, computed with ωB97M-V/def2-TZVPD.

Cartesian coordinates (Å):
C -1.35270 -0.48683 0.22221
C -0.50814 0.55322 -0.35611
N -1.36275 0.62388 0.79750
P 1.64213 0.53451 0.44846
H -1.82365 -1.45435 0.27581
H -0.89828 0.81320 -1.29862
H 2.61446 0.32771 -0.64166
H 1.68892 -0.91133 0.55241

Properties
Maximum force, eV/Å: 3.9
Relative energy (zero: lowest compared OMol25 entry of this formula, charge and spin), kcal per mole: 75.9
Net charge: 0
Molar mass, g mol⁻¹: 73.03

(11)
An isolated molecule of C2H4NP, computed with ωB97M-V/def2-TZVPD.

Cartesian coordinates (Å):
P 0.79835 1.35263 0.81588
C -0.61437 0.30205 -0.38006
C -0.92062 -0.97706 -1.15381
N -0.45807 -0.03388 -1.83813
H 1.94461 1.04270 0.10381
H 0.99971 0.39093 1.79639
H -1.52668 0.86460 -0.19966
H -1.02136 -2.03562 -1.09031

Properties
Maximum force, eV/Å: 3.6
Relative energy (zero: lowest compared OMol25 entry of this formula, charge and spin), kcal per mole: 63.5
Structure (SMILES): P[C@@H]1C=N1
Net charge: 0
Molar mass, g mol⁻¹: 73.03

(12)
A 2-piece molecular cluster, C2H4NP overall, computed with ωB97M-V/def2-TZVPD.

Cartesian coordinates (Å):
C -0.73291 0.04681 -0.31099
C 1.52630 -0.00703 0.34018
N -1.95719 0.10502 0.01503
P -3.56389 0.06655 0.22744
H -0.34518 -0.16223 -1.28747
H 1.84479 0.93443 0.06334
H 1.44777 -0.86484 -0.38684
H 1.78032 -0.11873 1.33931

Properties
Maximum force, eV/Å: 4.9
Relative energy (zero: lowest compared OMol25 entry of this formula, charge and spin), kcal per mole: 106.9
Net charge: 0
Molar mass, g mol⁻¹: 73.03